8
Properties=species:S:1:pos:R:3:forces:R:3 method="wB97M-V/def2-TZVPD" orbital_gap_ev=8.12 charge=+1 energy_ev=-7883.03911 relative_energy_kj_mol=0.0 homo_ev=-12.38
O -0.5853 0.9358 -0.5315 -2.673 0.483 0.204
C 0.4814 0.2396 -0.1551 0.756 -2.296 -0.273
C -1.5649 -0.3243 -0.1614 0.046 1.131 -0.237
O 1.6273 0.5794 -0.0696 -0.162 0.219 0.633
C -0.3408 -0.9955 -0.4816 1.850 -0.610 -0.278
Rb 4.6806 0.3850 1.4579 -0.286 0.032 -0.196
H -2.3536 -0.3975 -0.9232 0.268 0.239 0.279
H -1.9447 -0.4224 0.8644 0.201 0.804 -0.132